DFT (wB97M-V/def2-TZVPD) results for a molecular structure, C66H62CrGe2N7OS5 in a non-equilibrium geometry.

HOMO level (alpha / beta) = -4.1 / -4.3 eV
F_max = 0.06100 Eh/bohr
Charge = -1
M = 1326.821 g mol⁻¹
Spin multiplicity = 5
DFT total energy = -10200.339934 Eh
Gap between HOMO and LUMO (alpha / beta) = 5.482 / 5.318 eV

Last column: Mulliken spin population.
Positions of all 144 atoms, in Å:
Cr 2.375 -0.786 -0.240  2.94
C 5.102 1.535 2.291  0.00
C 4.109 0.684 1.967  0.05
N 3.722 0.503 0.619  -0.02
C 4.762 0.900 -0.287  0.08
C 5.690 1.855 0.139  0.01
N 5.858 2.213 1.387  0.01
C 4.715 0.219 -1.516  0.02
C 5.618 0.361 -2.583  0.04
C 5.500 -0.460 -3.690  -0.01
C 4.561 -1.504 -3.678  0.04
C 3.718 -1.625 -2.583  0.05
N 3.729 -0.719 -1.581  -0.13
C 2.799 -2.699 -2.292  0.02
C 2.429 -3.726 -3.155  -0.03
N 1.579 -4.683 -2.825  0.03
C 1.060 -4.597 -1.590  -0.01
C 1.389 -3.594 -0.710  0.06
N 2.261 -2.618 -1.025  -0.02
C 6.367 -0.232 -4.848  0.00
C 7.752 -0.153 -4.720  0.00
C 8.508 0.122 -5.843  0.00
N 7.987 0.347 -7.039  0.00
C 6.670 0.283 -7.159  0.00
C 5.821 -0.021 -6.111  0.00
H 5.359 1.708 3.328  0.00
H 3.505 0.168 2.694  -0.02
H 6.338 2.331 -0.585  0.00
H 6.365 1.138 -2.545  0.00
H 4.520 -2.206 -4.495  0.00
H 2.835 -3.769 -4.158  0.00
H 0.350 -5.366 -1.323  0.00
H 0.956 -3.545 0.283  -0.01
H 8.216 -0.316 -3.761  0.00
H 9.588 0.182 -5.788  0.00
H 6.277 0.503 -8.144  0.00
H 4.753 -0.058 -6.251  0.00
C -5.676 -5.075 -0.077  0.00
C -5.062 -3.813 -0.606  0.00
C -5.511 -2.573 -0.186  0.00
C -5.011 -1.404 -0.738  0.00
C -5.514 -0.070 -0.267  0.00
C -4.029 -1.478 -1.728  0.00
C -3.523 -2.720 -2.118  0.00
C -2.415 -2.814 -3.120  -0.01
C -4.050 -3.868 -1.552  0.00
C -3.681 -0.244 -2.474  0.00
C -4.564 0.107 -3.494  0.00
C -4.365 1.249 -4.243  0.00
C -3.287 2.064 -3.963  0.00
C -2.409 1.749 -2.932  0.00
C -2.600 0.582 -2.191  0.00
Ge -1.187 0.059 -0.852  0.03
S 0.653 -0.381 -1.927  -0.01
S -0.710 1.513 0.825  0.05
Ge -0.425 -0.424 2.024  -0.05
S 1.513 -1.419 1.968  0.03
S -1.784 -1.618 0.599  0.02
C -1.069 -0.113 3.920  0.01
C -0.879 1.124 4.532  0.00
C -1.307 1.324 5.839  0.00
C -1.901 0.301 6.551  0.00
C -2.073 -0.932 5.951  0.00
C -1.664 -1.144 4.637  -0.01
C -1.890 -2.481 4.042  0.00
C -3.103 -2.744 3.401  0.00
C -4.114 -1.647 3.246  0.00
C -3.359 -4.020 2.927  0.00
C -2.431 -5.039 3.075  0.00
C -2.732 -6.424 2.579  0.00
C -1.227 -4.758 3.700  0.00
C -0.944 -3.494 4.197  0.00
C 0.354 -3.225 4.892  0.01
C -0.160 2.234 3.869  0.01
C -0.848 3.287 3.268  -0.01
C -2.348 3.311 3.281  0.00
C -0.123 4.313 2.679  0.01
C 1.263 4.305 2.673  -0.04
C 2.053 5.398 2.019  -0.01
C 1.928 3.274 3.322  0.05
C 1.235 2.250 3.943  -0.01
C 1.948 1.206 4.749  0.01
C -1.351 2.737 -2.611  0.00
C -0.175 2.802 -3.359  0.01
C 0.076 1.847 -4.486  0.00
C 0.750 3.794 -3.073  0.01
C 0.535 4.725 -2.068  -0.02
C 1.552 5.794 -1.802  0.00
C -0.653 4.663 -1.355  0.00
C -1.608 3.695 -1.626  0.00
C -2.916 3.693 -0.895  0.00
H -6.505 -4.846 0.589  0.00
H -4.933 -5.656 0.465  0.00
H -6.048 -5.687 -0.899  0.00
H -6.284 -2.515 0.572  0.00
H -6.397 -0.195 0.357  0.00
H -5.760 0.579 -1.107  0.00
H -4.739 0.427 0.319  0.00
H -1.480 -2.502 -2.650  0.01
H -2.592 -2.158 -3.970  0.00
H -2.290 -3.833 -3.474  0.00
H -3.678 -4.830 -1.872  0.00
H -5.412 -0.533 -3.698  0.00
H -5.048 1.505 -5.040  0.00
H -3.116 2.963 -4.540  0.00
H -1.152 2.296 6.288  0.00
H -2.216 0.462 7.573  0.00
H -2.530 -1.750 6.494  0.00
H -3.690 -0.844 2.643  0.00
H -4.380 -1.229 4.218  0.00
H -5.009 -2.011 2.749  0.00
H -4.300 -4.221 2.436  0.00
H -3.792 -6.647 2.686  0.00
H -2.161 -7.165 3.135  0.00
H -2.469 -6.514 1.525  0.00
H -0.493 -5.544 3.815  0.00
H 0.840 -4.154 5.176  0.00
H 0.201 -2.612 5.778  0.00
H 1.018 -2.684 4.218  0.00
H -2.746 2.355 2.948  0.00
H -2.724 4.094 2.628  0.00
H -2.716 3.492 4.292  0.00
H -0.652 5.128 2.205  0.00
H 1.392 6.144 1.579  0.00
H 2.689 4.985 1.236  -0.01
H 2.697 5.891 2.749  0.00
H 3.009 3.281 3.351  0.01
H 3.021 1.383 4.739  0.00
H 1.747 0.210 4.354  0.00
H 1.592 1.229 5.780  0.00
H -0.251 0.842 -4.229  0.00
H 1.137 1.815 -4.725  0.00
H -0.472 2.163 -5.375  0.00
H 1.665 3.835 -3.645  0.01
H 2.542 5.451 -2.090  0.00
H 1.569 6.059 -0.749  0.00
H 1.318 6.696 -2.372  0.00
H -0.846 5.383 -0.570  0.00
H -3.080 4.644 -0.396  0.00
H -2.916 2.907 -0.143  0.00
H -3.743 3.505 -1.576  0.00
O 3.249 2.980 -1.095  0.30
S 2.166 2.538 -0.188  0.48
N 2.444 1.031 0.360  0.01


DFT (wB97M-V/def2-TZVPD) results for 12 unconnected molecules or ions with the total composition C66H66O39 in a non-equilibrium geometry.

HOMO level (alpha / beta) = -3.2 / -5.2 eV
F_max = 0.07009 Eh/bohr
Charge = -1
M = 1483.215 g mol⁻¹
Spin multiplicity = 2
DFT total energy = -5488.759976 Eh
Gap between HOMO and LUMO (alpha / beta) = 2.602 / 4.612 eV

Last column: Mulliken spin population.
Positions of all 171 atoms, in Å:
C 0.135 -4.545 0.255  0.00
C 0.603 -4.664 -1.031  0.00
C 1.787 -5.496 -1.398  0.00
O 2.302 -5.527 -2.519  0.00
C 2.236 -6.297 -0.243  0.00
C 1.748 -6.159 1.016  0.00
C 0.643 -5.286 1.439  0.00
O 0.191 -5.215 2.574  0.00
O 2.202 -6.904 2.047  0.00
O 0.118 -3.896 -2.043  0.00
H -0.706 -3.871 0.314  0.00
H 3.003 -7.052 -0.339  0.00
H 1.688 -6.578 2.789  0.00
H 0.383 -4.175 -2.923  0.00
C -3.451 -2.954 1.472  0.00
C -4.244 -2.257 2.386  0.00
C -5.527 -2.761 2.922  0.00
O -6.056 -2.223 3.873  0.00
C -5.931 -4.065 2.306  0.00
C -5.108 -4.758 1.436  0.00
C -3.794 -4.301 0.964  0.00
O -3.088 -4.993 0.197  0.00
O -5.424 -6.020 1.029  0.00
O -3.785 -1.066 2.896  0.00
H -2.539 -2.454 1.179  0.00
H -6.903 -4.465 2.553  0.00
H -4.775 -6.402 0.435  0.00
H -4.368 -0.758 3.594  0.00
C -3.353 -3.183 -5.539  0.00
C -3.313 -2.712 -6.750  0.00
C -3.436 -1.230 -7.118  0.00
O -3.342 -0.757 -8.254  0.00
C -3.443 -0.351 -5.954  0.00
C -3.493 -0.839 -4.666  0.00
C -3.478 -2.310 -4.307  0.00
O -3.478 -2.799 -3.181  0.00
O -3.536 -0.056 -3.580  0.00
O -3.012 -3.514 -7.772  0.00
H -3.172 -4.237 -5.385  0.00
H -3.542 0.717 -6.083  0.00
H -3.644 -0.632 -2.819  0.00
H -3.451 -3.091 -8.514  0.00
C -4.843 3.041 -1.164  0.00
C -3.766 2.641 -0.475  0.00
C -2.567 3.540 -0.294  0.00
O -1.519 3.144 0.178  0.01
C -2.768 4.865 -0.751  0.00
C -3.873 5.296 -1.371  0.00
C -5.041 4.401 -1.708  0.00
O -6.028 4.699 -2.416  0.00
O -3.883 6.533 -1.849  0.00
O -3.714 1.384 -0.025  0.00
H -5.664 2.355 -1.314  0.00
H -2.040 5.637 -0.552  0.00
H -3.052 7.001 -1.738  0.00
H -2.778 1.185 0.049  0.00
C 2.714 1.996 1.609  0.00
C 1.855 2.945 1.192  0.00
C 1.933 3.622 -0.162  0.00
O 1.149 4.475 -0.568  0.00
C 2.983 3.076 -0.973  0.03
C 3.864 2.131 -0.543  0.00
C 3.796 1.440 0.796  0.00
O 4.603 0.571 1.148  0.00
O 4.791 1.660 -1.433  0.00
O 0.848 3.365 2.051  0.00
H 2.495 1.506 2.547  0.00
H 3.024 3.469 -1.979  -0.02
H 5.265 1.009 -0.910  0.00
H 0.131 3.722 1.521  0.00
C 2.920 4.671 6.830  0.00
C 2.103 5.463 7.645  0.00
C 0.677 5.183 7.870  0.00
O -0.109 5.723 8.632  0.00
C 0.242 4.048 7.093  0.00
C 0.949 3.237 6.300  0.00
C 2.410 3.491 6.048  0.00
O 3.100 2.773 5.349  0.00
O 0.390 2.214 5.598  0.00
O 2.626 6.513 8.314  0.00
H 3.929 4.971 6.588  0.00
H -0.775 3.774 7.330  0.00
H 0.997 1.825 4.963  0.00
H 1.994 6.962 8.880  0.00
C -0.328 2.292 -3.531  -0.13
C -0.802 3.052 -4.530  0.19
C 0.027 3.657 -5.612  0.16
O -0.344 4.416 -6.575  0.23
C 1.382 3.150 -5.545  0.01
C 1.833 2.371 -4.530  0.05
C 1.031 1.816 -3.471  0.29
O 1.506 1.144 -2.552  0.14
O 3.104 1.850 -4.550  0.02
O -2.047 3.616 -4.439  0.02
H -1.006 2.058 -2.722  0.00
H 1.934 3.369 -6.447  0.00
H 3.161 1.215 -3.832  -0.01
H -2.342 4.020 -5.259  -0.01
C 2.751 -2.262 4.179  0.00
C 3.773 -3.066 3.854  0.00
C 5.271 -2.796 4.014  0.00
O 6.196 -3.595 3.754  0.00
C 5.460 -1.545 4.657  0.00
C 4.466 -0.695 5.012  0.00
C 3.038 -0.935 4.714  0.00
O 2.167 -0.126 4.935  0.00
O 4.769 0.506 5.542  0.00
O 3.440 -4.280 3.406  0.00
H 1.752 -2.652 4.047  0.00
H 6.418 -1.104 4.890  0.00
H 4.015 1.098 5.490  0.00
H 4.257 -4.781 3.456  0.00
C 5.240 -3.544 -1.203  0.00
C 5.242 -2.664 -2.271  0.00
C 4.295 -1.539 -2.374  0.00
O 4.294 -0.720 -3.311  0.00
C 3.404 -1.475 -1.210  0.01
C 3.484 -2.324 -0.098  0.01
C 4.454 -3.462 0.012  0.00
O 4.582 -4.206 0.972  0.00
O 2.606 -2.263 0.938  0.00
O 6.066 -2.897 -3.330  0.00
H 5.910 -4.390 -1.164  0.00
H 2.616 -0.736 -1.200  0.00
H 2.791 -3.020 1.499  0.00
H 5.868 -2.231 -3.993  0.00
C 1.043 -1.809 -4.667  0.00
C 1.292 -3.231 -5.116  0.00
O 0.075 -4.003 -4.890  0.00
C 0.036 -5.141 -5.729  0.00
C 0.952 -6.290 -5.221  0.00
H 1.967 -1.231 -4.676  0.00
H 0.210 -1.424 -5.256  0.00
H 0.693 -1.891 -3.638  -0.01
H 1.555 -3.221 -6.174  0.00
H 2.183 -3.641 -4.641  0.00
H -0.978 -5.511 -5.883  0.00
H 0.499 -4.908 -6.688  0.00
H 2.007 -6.017 -5.239  0.00
H 0.827 -7.156 -5.871  0.00
H 0.587 -6.568 -4.233  0.00
C -2.296 3.722 3.974  0.00
C -3.021 5.068 3.438  0.00
O -1.981 6.039 3.532  0.00
C -2.413 7.451 3.500  0.00
C -3.083 7.900 2.195  0.00
H -1.540 3.411 3.252  0.00
H -1.833 3.955 4.932  0.00
H -2.951 2.854 4.047  0.00
H -3.405 4.883 2.435  0.00
H -3.847 5.302 4.110  0.00
H -3.126 7.588 4.313  0.00
H -1.512 8.057 3.595  0.00
H -3.284 8.967 2.106  0.00
H -4.069 7.436 2.192  0.00
H -2.563 7.582 1.291  0.00
C -1.190 -0.909 -1.354  0.00
C -0.404 -0.259 -0.227  0.00
O -1.463 -0.039 0.741  0.00
C -1.069 0.343 2.002  0.00
C -0.261 -0.715 2.701  0.00
H -1.829 -0.176 -1.847  0.00
H -0.554 -1.181 -2.197  0.01
H -1.745 -1.716 -0.876  0.00
H 0.292 -0.981 0.199  -0.01
H 0.097 0.637 -0.594  0.00
H -0.577 1.313 1.924  0.00
H -1.913 0.655 2.618  0.00
H -0.732 -1.688 2.558  0.00
H -0.211 -0.534 3.775  0.00
H 0.786 -0.665 2.402  0.00


- What is the charge in the second record?
  -1